Run one
{
  "formula": "C4H36N2O14S",
  "method": "ωB97M-V/def2-TZVPD",
  "e_homo_ev": -9.1,
  "elements": ["N", "C", "C", "S", "C", "N", "C", "O", "H", "H", "H", "H", "H", "H", "H", "H", "H", "H", "H", "H", "O", "H", "H", "O", "H", "H", "O", "H", "H", "O", "H", "H", "O", "H", "H", "O", "H", "H", "O", "H", "H", "O", "H", "H", "O", "H", "H", "O", "H", "H", "O", "H", "H", "O", "H", "H", "O"],
  "xyz": [[-1.88418, 0.04439, -0.84623], [-0.96423, 0.28346, 0.27138], [-1.08847, -0.89592, 1.27060], [-2.67040, -0.66821, 2.15383], [0.41186, 0.20308, -0.35817], [0.99684, 1.16241, -1.14941], [0.52944, 2.47359, -1.53024], [1.23544, -0.69840, -0.10794], [-1.99162, -0.90554, -1.17389], [-2.81354, 0.42236, -0.73893], [-1.30371, 1.24079, 0.68883], [-1.22692, -1.89166, 0.84049], [-0.22019, -1.02710, 1.91595], [-2.32368, 0.05466, 3.22958], [1.99094, 1.02424, -1.24351], [-0.56181, 2.61388, -1.42859], [0.78540, 2.82410, -2.53531], [1.07839, 3.17857, -0.87930], [0.94611, -1.85122, 4.23994], [-0.02614, -0.78835, 4.63132], [0.34096, -1.63208, 4.95277], [-0.28227, 4.39293, 0.49667], [0.10917, 3.04192, 1.37480], [-0.43672, 3.85565, 1.27129], [1.91598, -1.63413, 1.94248], [3.13744, -1.02826, 2.61294], [2.17499, -0.98198, 2.61869], [-3.56388, 3.32942, 0.26913], [-2.16347, 3.61093, 0.68498], [-2.80051, 3.83960, -0.02567], [-2.66128, -2.67916, -1.84329], [-3.80514, -2.03226, -0.89207], [-3.56588, -2.28674, -1.78423], [2.24379, 2.49938, 1.90369], [2.01534, 1.21068, 1.29603], [1.53667, 1.83058, 1.87949], [4.69875, -0.23928, -0.03616], [3.21435, -0.61517, -0.54481], [3.83521, 0.08473, -0.29402], [1.98448, -3.91165, 1.05292], [1.76860, -2.79772, 0.02888], [2.20314, -2.99378, 0.87078], [3.05109, -0.33605, -3.96199], [1.78146, 0.37062, -3.90381], [2.63250, 0.35732, -3.42738], [0.66412, 1.26348, 3.27284], [0.78501, 1.55300, 4.79152], [0.31931, 0.99883, 4.16046], [-3.44663, -0.98776, -3.15118], [-2.64608, 0.28413, -3.60898], [-2.84842, -0.63041, -3.83112], [0.25624, -1.32424, -2.57598], [-0.55754, -0.99678, -3.81894], [0.08418, -1.64998, -3.47547], [-1.16430, -4.24456, -1.57448], [-0.70837, -3.02250, -2.43565], [-1.00184, -3.29787, -1.54554]]
}

---

Run two
{
  "formula": "C4H36N2O14S",
  "method": "ωB97M-V/def2-TZVPD",
  "e_homo_ev": -9.0,
  "elements": ["O", "C", "N", "C", "N", "C", "C", "S", "H", "H", "H", "H", "H", "H", "H", "H", "H", "H", "H", "H", "O", "H", "H", "O", "H", "H", "O", "H", "H", "O", "H", "H", "O", "H", "H", "O", "H", "H", "O", "H", "H", "O", "H", "H", "O", "H", "H", "O", "H", "H", "O", "H", "H", "O", "H", "H", "O"],
  "xyz": [[-1.28095, -0.94049, -1.58361], [-1.92732, -0.51435, -0.64967], [-1.82675, 0.83516, -0.46479], [-2.33056, 1.48583, 0.76159], [-1.24107, 1.67304, 1.83104], [-2.73265, -1.47763, 0.30047], [-2.35210, -2.88735, 0.16663], [-2.73709, -3.58984, -1.54268], [-1.34616, 1.41099, -1.13834], [-2.68846, 2.50560, 0.54880], [-3.30773, 0.88959, 1.18982], [-0.49876, 2.16658, 1.37542], [-0.86122, 0.82492, 2.19020], [-2.77781, -0.95409, 1.38282], [-3.84497, -1.21207, 0.11082], [-3.02074, -3.52719, 0.82275], [-1.40617, -3.13713, 0.47248], [-1.59410, -3.55125, -2.35000], [3.79818, -0.25331, 2.33369], [3.43240, 0.07759, 3.80048], [4.06186, 0.18108, 3.07444], [2.28179, -0.86681, -3.87783], [2.51980, 0.63004, -3.94699], [2.43584, -0.11261, -3.32745], [1.52993, -3.20549, -0.72708], [1.51840, -4.65126, -0.82748], [1.24169, -4.00896, -0.24873], [1.51930, 1.22551, 3.45456], [2.30493, 2.25863, 2.57560], [1.97850, 2.08804, 3.34077], [-1.12138, 4.33355, -2.53111], [-0.97669, 4.39320, -1.05043], [-1.50491, 4.10470, -1.72980], [0.34402, 2.33755, -2.53142], [1.00615, 0.92746, -2.89325], [0.27653, 1.46351, -2.53361], [2.78931, -0.89084, 0.77339], [4.19723, -1.05992, 0.42168], [3.47707, -1.40568, 0.92850], [-3.71968, 1.44405, -1.13874], [-4.83093, 0.33808, -0.97488], [-4.63591, 1.30342, -0.82242], [1.76096, 4.54980, -0.77907], [1.20080, 3.05464, -0.72716], [1.09745, 3.92791, -1.22184], [0.09656, -2.21283, -3.59520], [0.61526, -1.07911, -2.78945], [0.75909, -1.92597, -3.21450], [0.99580, 1.12254, -0.93593], [1.08325, 1.01768, 0.56558], [1.39341, 1.55038, -0.20205], [0.47682, -0.94648, 2.78540], [0.12443, -0.83244, 4.15931], [0.53388, -0.36374, 3.50650], [1.92853, -2.73384, 2.83971], [0.73694, -3.17250, 1.99173], [1.04802, -2.60786, 2.65134]]
}

---

Stability check: which of them is least stable? run two.

---

Run one
{
  "formula": "C4H6S2",
  "method": "ωB97M-V/def2-TZVPD",
  "e_homo_ev": -8.7,
  "smiles": "C1S[C@H]1[C@H]1CS1",
  "elements": ["C", "S", "C", "C", "C", "S", "H", "H", "H", "H", "H", "H"],
  "xyz": [[1.15501, -0.98391, -0.62644], [2.06296, 0.41440, 0.01718], [0.63152, -0.50692, 0.64803], [-0.61707, 0.32208, 0.66969], [-1.09412, 1.03442, -0.52575], [-2.10372, -0.35315, -0.02181], [0.47652, -0.86519, -1.48219], [1.66008, -1.96631, -0.62247], [0.84311, -1.14373, 1.48819], [-0.80144, 0.87423, 1.56157], [-0.47337, 0.87601, -1.41175], [-1.50480, 2.05100, -0.45252]]
}

---

Run two
{
  "formula": "C4H6S2",
  "method": "ωB97M-V/def2-TZVPD",
  "e_homo_ev": -8.8,
  "elements": ["C", "C", "C", "C", "H", "H", "H", "H", "H", "H", "S", "S"],
  "xyz": [[1.42786, -0.73642, -1.31089], [1.02220, 0.34845, -0.06561], [-0.95133, -0.13231, 1.30355], [-0.43684, 0.27609, -0.18038], [2.49089, -0.65864, -1.44365], [1.04865, -1.76793, -0.98692], [0.94173, -0.31780, -2.16387], [1.49376, 1.27995, -0.18358], [-1.35221, 0.72498, 1.80851], [-1.61328, -1.18615, 1.38973], [1.00591, 0.11422, 1.74661], [-1.59221, 0.09770, -1.55287]]
}

---

Run three
{
  "formula": "C4H6S2",
  "method": "ωB97M-V/def2-TZVPD",
  "e_homo_ev": -8.8,
  "smiles": "CCC(=S)C=S",
  "elements": ["C", "C", "C", "S", "C", "S", "H", "H", "H", "H", "H", "H"],
  "xyz": [[-1.32818, 0.25993, 0.49134], [-0.08172, -0.02876, -0.38296], [1.02157, 0.95925, -0.27323], [0.88564, 2.59318, -0.24074], [2.55377, 0.35478, 0.16833], [2.88977, -1.23435, 0.32429], [-1.45139, 1.24991, 0.86754], [-1.19657, -0.52344, 1.34529], [-2.25512, 0.18727, -0.01245], [0.39737, -1.02586, -0.07232], [-0.38163, 0.09408, -1.41022], [3.19167, 1.27099, 0.39796]]
}

---

Stability check: which of them is least stable? run two.

---

Run one
{
  "formula": "C2H5NO3",
  "method": "ωB97M-V/def2-TZVPD",
  "e_homo_ev": -10.1,
  "smiles": "O=CNC=O.O",
  "elements": ["O", "C", "N", "C", "O", "H", "H", "H", "O", "H", "H"],
  "xyz": [[-0.93332, 2.27010, 0.28089], [-1.87226, 1.55197, 0.45232], [-1.81877, 0.15631, 0.18379], [-1.18061, -0.28891, -0.99141], [-0.19136, 0.24480, -1.40498], [-2.71317, 1.77590, 1.14525], [-2.58959, -0.48441, 0.54250], [-1.61425, -1.20726, -1.37875], [4.42908, -1.60160, 0.66132], [4.25857, -0.66554, 0.78520], [4.22568, -1.75137, -0.27612]]
}

---

Run two
{
  "formula": "C2H5NO3",
  "method": "ωB97M-V/def2-TZVPD",
  "e_homo_ev": -10.6,
  "smiles": "C=C[N+](=O)[O-].O",
  "elements": ["C", "C", "N", "O", "O", "H", "H", "H", "O", "H", "H"],
  "xyz": [[-0.21394, 1.88191, -0.10404], [0.13363, 0.71681, 0.31567], [1.28908, -0.03500, -0.15798], [1.38797, -0.08220, -1.33224], [2.02023, -0.55465, 0.62616], [-1.09958, 2.39605, 0.22987], [0.42585, 2.30708, -0.85633], [-0.33221, 0.21142, 1.19868], [-1.08793, -1.94884, -0.15593], [-2.03639, -2.29484, -0.03659], [-0.48671, -2.59774, 0.27275]]
}

---

Run three
{
  "formula": "C2H5NO3",
  "method": "ωB97M-V/def2-TZVPD",
  "e_homo_ev": -10.3,
  "smiles": "CC(=O)ONO",
  "elements": ["C", "C", "O", "O", "N", "O", "H", "H", "H", "H", "H"],
  "xyz": [[-1.31382, 0.02774, 1.41199], [-0.12622, 0.27877, 0.52259], [0.93787, 0.74534, 0.93035], [-0.36836, -0.11691, -0.74291], [0.91093, 0.26783, -1.60663], [1.78802, -0.84196, -1.69409], [-2.16422, 0.61190, 1.05197], [-1.56271, -1.03518, 1.41125], [-1.07989, 0.34217, 2.43158], [0.40379, 0.22795, -2.49608], [2.57461, -0.50765, -1.22002]]
}

---

Run four
{
  "formula": "C2H5NO3",
  "method": "ωB97M-V/def2-TZVPD",
  "e_homo_ev": -9.8,
  "smiles": "NOCC(=O)O",
  "elements": ["N", "O", "C", "C", "O", "O", "H", "H", "H", "H", "H"],
  "xyz": [[-1.89368, 0.60574, 0.10307], [-1.05385, -0.48470, -0.51073], [0.10183, -0.72276, 0.23705], [1.07717, 0.40004, -0.07504], [0.80564, 1.55082, 0.00718], [2.36268, 0.03741, -0.25368], [-2.70183, 0.43487, -0.38345], [-1.53087, 1.60748, -0.42635], [0.65304, -1.55725, 0.09830], [-0.37235, -0.82806, 1.17240], [2.55222, -1.04360, 0.03126]]
}

---

Stability check: which of them is least stable? run two.

---

Run one
{
  "formula": "H30O19S",
  "method": "ωB97M-V/def2-TZVPD",
  "e_homo_ev": -4.1,
  "total_charge": -2,
  "elements": ["S", "O", "O", "O", "O", "O", "H", "H", "O", "H", "H", "O", "H", "H", "O", "H", "H", "O", "H", "H", "O", "H", "H", "O", "H", "H", "O", "H", "H", "O", "H", "H", "O", "H", "H", "O", "H", "H", "O", "H", "H", "O", "H", "H", "O", "H", "H", "O", "H", "H"],
  "xyz": [[0.35778, -0.20669, 0.21655], [1.57796, -0.51879, -0.43682], [-0.04860, -1.43581, 0.82111], [0.62241, 0.72421, 1.25587], [-0.68393, 0.33865, -0.63153], [-2.01612, -2.55388, -0.46415], [-2.19143, -3.45072, -0.36070], [-1.24558, -2.44931, 0.07130], [0.80662, -3.64441, 0.98737], [0.42556, -2.71645, 0.99753], [0.54775, -3.90135, 0.10845], [-2.95323, -0.35690, 1.27772], [-3.13328, -1.04303, 1.92682], [-2.55385, -0.88963, 0.65921], [-0.70508, -0.86221, -2.91525], [-0.87178, -0.21716, -3.60530], [-0.68750, -0.42041, -2.03723], [2.77473, 1.11145, -1.85119], [2.36604, 0.37471, -1.32749], [3.64989, 1.35801, -1.60874], [1.17657, 3.40163, -0.57948], [0.27443, 2.95759, -0.63874], [1.77278, 2.81037, -1.07941], [-1.43472, 2.75565, -0.60729], [-1.70337, 2.95233, 0.29738], [-1.47361, 1.77770, -0.63271], [-0.83561, -2.17153, 3.00661], [-0.44870, -1.98122, 2.14126], [-1.33631, -2.97467, 2.99902], [2.95222, 1.63655, 1.36783], [3.42820, 0.82063, 1.21041], [2.05594, 1.31314, 1.47190], [3.61675, -1.01909, 1.00108], [3.36682, -1.10294, 1.91218], [2.86196, -0.95247, 0.38836], [-1.60078, 1.86968, -3.55340], [-2.06598, 1.51003, -2.82341], [-0.66001, 1.58659, -3.44143], [-3.13615, 0.50758, -1.75426], [-2.23904, 0.21474, -1.50092], [-3.66725, -0.18736, -2.07354], [0.14566, 0.35492, 3.79097], [0.64911, 1.09527, 4.06850], [0.34781, 0.46528, 2.85665], [-1.28066, 2.67571, 2.06604], [-0.61926, 3.37625, 2.17467], [-0.84105, 1.91025, 1.70774], [1.78844, -1.84607, -2.48429], [0.95614, -1.59231, -2.76571], [1.91129, -1.40451, -1.60954]]
}

---

Run two
{
  "formula": "H30O19S",
  "method": "ωB97M-V/def2-TZVPD",
  "e_homo_ev": -3.6,
  "total_charge": -2,
  "elements": ["S", "O", "O", "O", "O", "O", "H", "H", "O", "H", "H", "O", "H", "H", "O", "H", "H", "O", "H", "H", "O", "H", "H", "O", "H", "H", "O", "H", "H", "O", "H", "H", "O", "H", "H", "O", "H", "H", "O", "H", "H", "O", "H", "H", "O", "H", "H", "O", "H", "H"],
  "xyz": [[-0.00364, 0.09859, -0.19270], [0.36698, -1.20078, 0.33595], [0.13716, 0.04394, -1.68432], [-1.37656, 0.25915, 0.10532], [0.65020, 1.20166, 0.40209], [-2.42667, 2.86350, -0.49306], [-1.65949, 3.24268, -0.16876], [-2.33451, 1.98754, -0.10841], [3.04143, 1.97430, 0.86138], [2.20641, 1.55736, 0.87825], [3.01205, 2.93459, 0.49273], [2.60899, -1.62412, 0.70679], [1.57754, -1.44847, 0.80838], [2.91695, -1.49619, -0.24182], [1.28986, -4.27032, 0.71805], [1.70056, -3.38361, 0.91321], [0.41792, -4.02635, 0.59898], [-1.10160, -2.04702, -2.38286], [-0.72467, -1.21751, -1.91346], [-1.09599, -2.66968, -1.77381], [-0.03888, -2.00636, 2.72896], [0.12717, -1.66710, 1.75388], [0.82531, -2.30613, 3.18613], [-1.53884, 2.26041, -2.47127], [-1.09180, 1.48587, -1.96917], [-2.24170, 2.62365, -1.85824], [1.47782, 0.03883, -2.96339], [1.99353, -0.59043, -2.57689], [0.96862, 0.20989, -2.07233], [-3.72678, 0.13388, -1.04365], [-3.51902, -0.53368, -1.74130], [-2.84268, 0.27330, -0.62072], [-0.04457, 3.75548, 0.25849], [0.30795, 2.76090, 0.38878], [-0.10741, 4.05260, 1.06820], [3.27534, 1.00206, 3.02201], [2.35922, 0.84183, 3.13851], [3.15497, 0.92138, 1.97758], [-0.17473, 0.15445, -5.07662], [0.30452, 0.13116, -4.25940], [0.02119, 1.09820, -5.24989], [0.62517, 0.85430, 3.13058], [0.75456, 0.93774, 2.22865], [0.32349, 0.00642, 3.26723], [-1.07176, -3.21037, 0.22963], [-0.84848, -2.27360, 0.48884], [-2.01970, -3.23301, 0.58749], [-2.39132, 0.00298, 2.45513], [-1.79767, -0.67550, 2.57881], [-2.26646, 0.17160, 1.55203]]
}

---

Stability check: which of them is least stable? run two.

---

Run one
{
  "formula": "C4H9NO2",
  "method": "ωB97M-V/def2-TZVPD",
  "e_homo_ev": [0.7, -3.3],
  "multiplicity": 2,
  "total_charge": -1,
  "elements": ["O", "C", "C", "C", "C", "O", "N", "H", "H", "H", "H", "H", "H", "H", "H", "H"],
  "xyz": [[-0.48255, 2.87809, -0.30217], [0.41993, 2.01966, -0.37192], [0.30837, 0.46478, -0.39206], [-0.76405, -0.12297, 0.52228], [-1.01416, -1.52633, -0.02217], [-0.16344, -0.41909, 1.83044], [1.65597, 0.00882, -0.31260], [1.57610, 2.46126, -0.44996], [-0.06323, 0.21604, -1.44206], [-1.57303, 0.65062, 0.48558], [-1.82203, -2.00643, 0.52303], [-1.10751, -1.23811, -1.09560], [-0.17833, -2.30966, -0.08209], [-0.82423, -0.57329, 2.54229], [2.14816, 0.49938, -1.03974], [1.88404, -1.00278, -0.39325]]
}

---

Run two
{
  "formula": "C4H9NO2",
  "method": "ωB97M-V/def2-TZVPD",
  "e_homo_ev": [0.6, -3.0],
  "multiplicity": 2,
  "total_charge": -1,
  "elements": ["O", "C", "C", "C", "N", "C", "O", "H", "H", "H", "H", "H", "H", "H", "H", "H"],
  "xyz": [[1.56130, 1.23426, -1.27535], [0.46248, 1.17956, -0.67892], [-0.33827, -0.21072, -0.63145], [-1.72609, -0.25021, -1.22458], [-0.32905, -0.48364, 0.80287], [0.81745, -0.11652, 1.56889], [2.00526, -0.69034, 0.94321], [-0.07964, 2.15640, -0.43853], [0.37419, -0.98303, -0.98459], [-2.03074, -1.20516, -1.83336], [-2.47253, -0.16284, -0.37109], [-1.72147, 0.56304, -1.93677], [-0.56552, -1.53300, 0.82102], [0.68337, 0.93086, 1.71805], [0.71458, -0.53558, 2.59400], [2.64468, 0.10692, 0.92661]]
}

---

Stability check: which of them is least stable? run one.